Arrangement i

{"formula": "C24H70N6O8", "method": "the ωB97M-V functional and the def2-TZVPD basis", "species": ["O", "H", "H", "H", "O", "H", "C", "C", "C", "O", "C", "N", "H", "H", "H", "H", "H", "H", "H", "H", "H", "H", "H", "C", "C", "C", "O", "C", "N", "H", "H", "H", "H", "H", "H", "H", "H", "H", "H", "H", "C", "C", "C", "O", "C", "N", "H", "H", "H", "H", "H", "H", "H", "H", "H", "H", "H", "C", "C", "C", "O", "C", "N", "H", "H", "H", "H", "H", "H", "H", "H", "H", "H", "H", "C", "C", "C", "O", "C", "N", "H", "H", "H", "H", "H", "H", "H", "H", "H", "H", "H", "C", "C", "C", "O", "C", "N", "H", "H", "H", "H", "H", "H", "H", "H", "H", "H", "H"], "positions_angstrom": [[-26.97024, -4.52528, -14.78266], [-27.72318, -4.77376, -14.24141], [-26.71723, -3.63820, -14.51679], [-26.25926, -5.09513, -14.48043], [-24.32012, -6.34431, -14.03826], [-23.50964, -6.45749, -14.57197], [-30.00735, -2.61055, -11.68657], [-30.77262, -3.14263, -12.86720], [-30.72627, -2.20019, -14.05614], [-31.58574, -2.78950, -15.02102], [-31.59654, -2.08963, -16.28281], [-30.10956, -4.38847, -13.22538], [-28.97983, -2.26674, -11.80537], [-29.94667, -3.40725, -10.94516], [-30.56251, -1.76215, -11.28644], [-31.83796, -3.26244, -12.67025], [-29.70551, -1.93164, -14.32819], [-31.10277, -1.21523, -13.78007], [-31.59917, -1.00363, -16.18955], [-32.39973, -2.29196, -16.99137], [-30.77961, -2.30206, -16.97244], [-30.57103, -4.86167, -13.98907], [-30.27267, -4.97409, -12.41881], [-20.79377, -4.22740, -16.11392], [-20.33164, -3.80470, -14.73549], [-19.24845, -2.73984, -14.59906], [-18.08346, -3.09683, -15.30256], [-17.13804, -3.86713, -14.64337], [-21.48248, -3.45518, -13.92466], [-21.21654, -3.40944, -16.69729], [-21.66797, -4.87379, -16.03608], [-19.97102, -4.74760, -16.60440], [-20.03015, -4.75251, -14.28957], [-18.98314, -2.58486, -13.55326], [-19.76714, -1.84468, -14.94218], [-16.67206, -3.47082, -13.74120], [-16.33408, -3.92044, -15.37748], [-17.46296, -4.90330, -14.54920], [-21.19593, -3.26550, -12.97492], [-22.06156, -4.28010, -13.85921], [-27.49790, -11.03748, -11.18260], [-27.66827, -11.52171, -12.60008], [-28.98664, -12.26873, -12.82025], [-29.01964, -13.53142, -12.09564], [-30.13894, -14.30607, -12.50274], [-27.54840, -10.43506, -13.56762], [-26.76345, -10.23732, -11.09071], [-27.24365, -11.84809, -10.49968], [-28.39939, -10.48153, -10.92509], [-26.84653, -12.20895, -12.80141], [-29.19022, -12.49640, -13.86659], [-29.81818, -11.59014, -12.63014], [-30.17537, -14.27644, -13.59172], [-31.12852, -14.00518, -12.15879], [-30.05721, -15.31109, -12.08878], [-27.47763, -10.95874, -14.42835], [-26.69763, -9.90150, -13.45992], [-24.00987, 0.09104, -16.49286], [-25.34261, -0.61883, -16.37379], [-25.62665, -1.52806, -17.64668], [-27.02108, -1.91055, -17.72751], [-27.31488, -2.82563, -18.78196], [-25.38516, -1.28376, -15.13017], [-23.97036, 0.85256, -17.27172], [-23.14926, -0.57694, -16.52819], [-23.76180, 0.64674, -15.58856], [-26.16240, 0.09359, -16.28160], [-24.97591, -2.38527, -17.47397], [-25.34035, -1.09111, -18.60334], [-26.57585, -3.62628, -18.81167], [-27.23454, -2.33291, -19.75092], [-28.27693, -3.33608, -18.73702], [-24.54944, -1.84383, -15.21963], [-25.13053, -0.60650, -14.42548], [-24.31377, -6.07026, -8.75130], [-25.20745, -4.82286, -9.01020], [-24.44838, -3.56251, -8.80270], [-24.47840, -3.33127, -7.38863], [-24.17979, -1.99493, -7.02631], [-25.79660, -5.08702, -10.26499], [-24.98215, -6.93049, -8.71455], [-23.76423, -6.08005, -7.81001], [-23.57781, -6.37075, -9.49707], [-26.05233, -4.76217, -8.32420], [-25.02228, -2.80823, -9.34102], [-23.42197, -3.56130, -9.16953], [-24.82694, -1.26521, -7.51294], [-23.13491, -1.70657, -7.14111], [-24.36037, -1.87376, -5.95822], [-25.19963, -5.30654, -11.04954], [-26.31212, -5.95520, -10.24036], [-31.19714, -7.81614, -18.02865], [-30.07394, -8.71370, -17.53970], [-28.70092, -8.55785, -18.27364], [-27.62773, -9.40963, -17.73856], [-26.32272, -8.99145, -18.17100], [-29.89425, -8.21428, -16.17969], [-32.15479, -7.97847, -17.53403], [-31.38120, -8.16211, -19.04578], [-30.93160, -6.75944, -17.99723], [-30.28094, -9.78043, -17.45413], [-28.47146, -7.49662, -18.17747], [-28.93722, -8.68971, -19.32952], [-25.51036, -9.41940, -17.58360], [-26.12002, -7.92344, -18.09115], [-26.24464, -9.49661, -19.13370], [-29.39767, -8.86501, -15.58805], [-29.16631, -7.51844, -16.25712]], "spin_multiplicity": 1, "total_charge": 0, "orbital_gap_ev": 6.99, "e_homo_ev": -6.89}

***

Arrangement ii

{"formula": "C24H70N6O8", "method": "the ωB97M-V functional and the def2-TZVPD basis", "species": ["C", "O", "C", "C", "C", "N", "H", "H", "H", "H", "H", "H", "H", "H", "H", "H", "H", "C", "O", "C", "C", "C", "N", "H", "H", "H", "H", "H", "H", "H", "H", "H", "H", "H", "C", "O", "C", "C", "C", "N", "H", "H", "H", "H", "H", "H", "H", "H", "H", "H", "H", "C", "O", "C", "C", "C", "N", "H", "H", "H", "H", "H", "H", "H", "H", "H", "H", "H", "C", "O", "C", "C", "C", "N", "H", "H", "H", "H", "H", "H", "H", "H", "H", "H", "H", "C", "O", "C", "C", "C", "N", "H", "H", "H", "H", "H", "H", "H", "H", "H", "H", "H", "O", "H", "H", "O", "H", "H"], "positions_angstrom": [[-1.40258, 4.02633, -1.01969], [-0.03146, 4.37211, -0.99250], [0.35555, 5.30643, -0.04936], [1.92211, 5.52898, -0.14111], [2.10484, 6.14778, -1.50144], [2.67500, 4.31360, 0.09509], [-1.53828, 3.34129, -1.83481], [-2.06194, 4.92950, -1.24328], [-1.69497, 3.62974, -0.03441], [-0.08221, 6.30006, -0.24406], [0.02349, 4.99408, 0.98375], [2.06906, 6.23336, 0.62027], [3.16805, 6.37415, -1.63739], [1.45888, 6.99145, -1.59848], [1.85291, 5.39933, -2.27263], [2.40435, 3.84633, 0.97852], [2.34850, 3.64834, -0.63053], [1.82552, 1.63325, -3.54194], [1.40424, 0.44960, -2.76490], [0.82928, 0.81774, -1.51904], [0.73841, -0.39303, -0.61037], [-0.35275, -1.38378, -1.05700], [0.44378, 0.14247, 0.80004], [2.11278, 1.26593, -4.54087], [2.68995, 2.00283, -2.97788], [1.07930, 2.39457, -3.60459], [1.37780, 1.58914, -1.07260], [-0.17144, 1.27781, -1.70479], [1.70996, -0.84019, -0.55450], [-0.76495, -2.00747, -0.27446], [0.03924, -2.00488, -1.91308], [-1.15598, -0.85259, -1.49937], [1.24855, 0.78620, 1.06170], [0.52691, -0.65280, 1.43130], [2.76962, -2.80603, 1.60541], [1.53593, -2.55356, 2.15682], [1.03146, -3.51698, 3.04947], [0.26642, -2.81477, 4.14995], [-0.36088, -3.76378, 5.20953], [-0.80453, -1.97104, 3.62044], [2.88871, -2.19917, 0.70942], [2.90682, -3.85723, 1.21537], [3.59838, -2.69213, 2.29399], [0.40755, -4.23423, 2.50866], [1.82722, -4.20768, 3.56238], [1.08469, -2.19450, 4.63129], [-1.17945, -4.27977, 4.76045], [-0.64408, -3.14339, 6.06136], [0.24748, -4.60395, 5.58048], [-0.39153, -1.17197, 3.10941], [-1.41430, -1.74585, 4.39749], [-2.11694, -5.94501, -1.59657], [-3.11606, -5.36643, -0.74773], [-2.61133, -5.21945, 0.53274], [-3.69273, -4.54539, 1.38155], [-4.36278, -3.41393, 0.59792], [-3.18124, -4.21395, 2.70030], [-2.56134, -5.99207, -2.61442], [-1.85326, -6.92645, -1.23622], [-1.18360, -5.32855, -1.68961], [-2.52756, -6.21961, 0.98222], [-1.63537, -4.71083, 0.52626], [-4.46150, -5.28262, 1.61644], [-3.51535, -2.82359, 0.18025], [-4.85193, -2.73391, 1.30234], [-5.00044, -3.78333, -0.21220], [-2.47637, -3.45732, 2.77905], [-3.92089, -3.81338, 3.22156], [-4.92244, 2.49407, -0.91566], [-4.09787, 2.21264, -2.00234], [-3.78087, 0.78688, -2.14447], [-3.42363, 0.64068, -3.57844], [-3.16822, -0.88497, -3.97752], [-2.23873, 1.38969, -3.84084], [-5.91091, 2.01235, -0.91194], [-5.18209, 3.53965, -1.01947], [-4.48112, 2.29055, 0.08139], [-2.88996, 0.57560, -1.60014], [-4.59091, 0.14010, -1.79199], [-4.18027, 1.02777, -4.27478], [-4.09872, -1.42374, -3.76381], [-2.39747, -1.32181, -3.35605], [-2.97419, -0.94886, -5.10409], [-1.39265, 0.88655, -3.61767], [-2.27658, 2.37575, -3.61009], [3.67671, 1.43330, 2.06040], [3.53225, 0.99781, 0.72688], [4.44477, 1.59369, -0.16680], [4.76229, 0.65712, -1.35746], [5.43187, -0.53174, -0.70260], [5.59980, 1.41126, -2.24065], [3.91019, 2.46786, 2.13845], [4.54320, 0.98767, 2.52331], [2.78798, 1.18422, 2.65349], [4.02531, 2.55079, -0.50165], [5.45431, 1.74904, 0.24859], [3.81316, 0.34793, -1.84099], [6.33946, -0.29107, -0.13065], [5.69255, -1.27306, -1.44349], [4.65238, -1.04405, -0.04059], [5.76072, 1.02112, -3.17345], [5.15112, 2.29929, -2.32109], [0.22462, 2.06796, 4.26912], [-0.37388, 2.04094, 5.02817], [-0.36581, 2.26199, 3.52690], [-1.74076, 1.75049, 1.73767], [-0.97803, 1.49854, 1.15384], [-2.19029, 0.95021, 1.79917]], "smiles": "COC[C@H](C)N.COC[C@H](C)N.COC[C@H](C)N.COC[C@H](C)N.COC[C@H](C)N.COC[C@H](C)N.O.O", "spin_multiplicity": 1, "total_charge": 0, "orbital_gap_ev": 9.29, "e_homo_ev": -8.75}

***

Arrangement iii

{"formula": "C24H70N6O8", "method": "the ωB97M-V functional and the def2-TZVPD basis", "species": ["C", "O", "C", "C", "C", "N", "H", "H", "H", "H", "H", "H", "H", "H", "H", "H", "H", "C", "O", "C", "C", "C", "N", "H", "H", "H", "H", "H", "H", "H", "H", "H", "H", "H", "C", "O", "C", "C", "C", "N", "H", "H", "H", "H", "H", "H", "H", "H", "H", "H", "H", "C", "O", "C", "C", "C", "N", "H", "H", "H", "H", "H", "H", "H", "H", "H", "H", "H", "C", "O", "C", "C", "C", "N", "H", "H", "H", "H", "H", "H", "H", "H", "H", "H", "H", "C", "O", "C", "C", "C", "N", "H", "H", "H", "H", "H", "H", "H", "H", "H", "H", "H", "O", "H", "H", "O", "H", "H"], "positions_angstrom": [[-1.54208, 1.49646, 5.93991], [-0.46797, 2.06272, 5.16765], [-0.15028, 1.23192, 4.07062], [1.20079, 1.73889, 3.45105], [0.97360, 3.13725, 2.96859], [1.60722, 0.80948, 2.44022], [-1.85401, 2.27931, 6.64203], [-1.25741, 0.60662, 6.47003], [-2.45413, 1.35583, 5.30236], [-0.07097, 0.14969, 4.38795], [-0.96861, 1.22098, 3.36357], [2.00660, 1.82195, 4.21920], [0.60653, 3.66685, 3.84585], [0.28142, 3.04346, 2.16924], [1.96323, 3.59788, 2.71885], [2.54303, 0.88700, 2.02773], [1.53185, -0.14560, 2.76805], [4.77846, -6.50751, 0.44858], [3.78819, -6.07271, 1.28329], [3.41781, -4.71476, 0.93455], [2.10646, -4.46294, 1.70605], [0.86974, -5.09035, 1.03882], [1.92663, -2.97759, 1.83443], [4.70576, -6.28813, -0.60907], [4.81459, -7.59861, 0.47307], [5.72971, -6.14880, 0.82106], [4.19172, -4.07189, 1.26822], [3.34716, -4.61301, -0.16149], [2.33002, -4.90044, 2.67744], [-0.00096, -5.01339, 1.64002], [0.93556, -6.17685, 0.78333], [0.61675, -4.59346, 0.13132], [2.20324, -2.71022, 2.77042], [0.94162, -2.81498, 1.79419], [-2.73445, 0.07572, -3.72089], [-3.53773, -0.71572, -2.85490], [-2.75253, -1.73002, -2.22708], [-3.68873, -2.89409, -1.82998], [-4.81096, -2.67114, -0.79802], [-2.82362, -3.92598, -1.16760], [-2.04325, -0.57612, -4.26046], [-2.24626, 0.82761, -3.15729], [-3.37577, 0.59691, -4.36897], [-2.05594, -2.04397, -2.96832], [-2.21661, -1.34437, -1.37358], [-4.16933, -3.20976, -2.79042], [-4.42178, -2.27885, 0.18261], [-5.40650, -3.53300, -0.56279], [-5.51999, -2.00445, -1.27950], [-3.36559, -4.78583, -1.19559], [-2.01007, -4.06108, -1.73460], [-3.91368, 6.48197, -1.51629], [-4.02018, 5.24406, -0.79204], [-3.21995, 4.10211, -1.29923], [-3.25801, 2.93711, -0.25754], [-2.37748, 3.35272, 0.98822], [-2.84217, 1.69645, -0.80226], [-4.52142, 7.18164, -0.94104], [-4.11163, 6.42892, -2.56505], [-2.84657, 6.76257, -1.51208], [-3.73017, 3.91876, -2.21651], [-2.16088, 4.51120, -1.40695], [-4.34835, 2.94315, 0.20317], [-1.24002, 3.18191, 0.85705], [-2.54550, 2.58623, 1.77666], [-2.72627, 4.33254, 1.27297], [-3.65363, 1.07301, -0.98541], [-2.14739, 1.18089, -0.25648], [0.86308, 6.08417, 0.65639], [1.52421, 4.89100, 0.22800], [0.89510, 4.32755, -0.98831], [1.38136, 2.88332, -1.13894], [2.86761, 2.65968, -1.33541], [0.69969, 2.37444, -2.32737], [-0.20377, 5.99356, 0.51352], [1.23769, 7.01162, 0.12132], [1.05289, 6.19567, 1.71261], [-0.18116, 4.40326, -0.89911], [1.08614, 4.98441, -1.83267], [1.03636, 2.23560, -0.25203], [3.06450, 1.67098, -1.76072], [3.32622, 2.64766, -0.33651], [3.33184, 3.42705, -1.97835], [0.83682, 1.36004, -2.50628], [-0.34062, 2.38549, -2.15244], [4.56379, -3.42267, -2.96697], [3.27132, -3.22532, -2.50344], [3.18236, -2.14229, -1.61238], [1.76716, -1.74756, -1.36074], [0.96605, -1.52175, -2.61066], [1.88584, -0.55761, -0.51237], [4.56804, -4.41931, -3.53455], [5.25214, -3.58762, -2.12911], [4.91493, -2.68435, -3.72445], [3.88323, -2.38213, -0.77307], [3.67840, -1.32206, -2.21683], [1.31875, -2.58176, -0.77610], [0.84967, -2.40909, -3.24748], [1.36019, -0.72229, -3.27401], [-0.02372, -1.05587, -2.36303], [0.94656, -0.07773, -0.57517], [2.02712, -0.79484, 0.47551], [-1.42277, -2.55413, 1.05494], [-1.93745, -2.63486, 1.87931], [-1.78165, -3.21343, 0.49961], [-0.82840, 0.13487, 1.06404], [-0.81080, -0.82883, 0.98016], [0.08243, 0.36897, 1.27618]], "smiles": "COC[C@H](C)N.COC[C@H](C)N.COC[C@H](C)N.COC[C@H](C)N.COC[C@H](C)N.COC[C@H](C)N.O.O", "spin_multiplicity": 1, "total_charge": 0, "orbital_gap_ev": 9.04, "e_homo_ev": -8.75}

***

Name the least stable of them. arrangement i.

***

Arrangement i

{"formula": "C2H3FS2", "method": "the ωB97M-V functional and the def2-TZVPD basis", "species": ["C", "C", "S", "S", "F", "H", "H", "H"], "positions_angstrom": [[0.54786, 0.46359, 0.92010], [-0.36924, -0.48131, 0.97192], [-1.55568, -0.39824, -0.26011], [-0.31675, -0.71542, -2.14500], [0.21082, 0.87091, -2.47185], [1.44900, 0.42232, 1.37559], [0.51220, 1.14368, 0.02124], [-0.47821, -1.30552, 1.58811]], "smiles": "C=CSSF", "spin_multiplicity": 1, "total_charge": 0, "orbital_gap_ev": 8.92, "e_homo_ev": -9.66}

***

Arrangement ii

{"formula": "C2H3FS2", "method": "the ωB97M-V functional and the def2-TZVPD basis", "species": ["F", "C", "S", "H", "C", "S", "H", "H"], "positions_angstrom": [[0.31060, 2.75818, -0.85099], [0.14129, 1.52074, -0.41409], [-1.23226, 1.01334, 0.19767], [1.06409, 0.89580, -0.58921], [-0.18689, -1.45910, 0.47220], [1.24708, -1.20020, -0.33265], [-0.34131, -1.44371, 1.55911], [-1.00259, -2.08505, -0.04206]], "smiles": "FC=S.C=S", "spin_multiplicity": 1, "total_charge": 0, "orbital_gap_ev": 8.29, "e_homo_ev": -8.84}

***

Name the least stable of them. arrangement ii.